Record 1
Density functional theory data (ωB97M-V/def2-TZVPD) for a 3-piece molecular cluster, C40H42ClO7P2 overall in a non-equilibrium geometry.

```
92
Properties=species:S:1:pos:R:3:lowdin_charge:R:1
C 4.644 3.223 2.732 -0.068
C 4.245 4.342 1.827 -0.348
C 5.214 4.605 0.721 -0.060
C 3.098 5.003 2.030 -0.086
C 2.555 6.117 1.207 -0.191
C 1.210 5.857 0.484 -0.174
C 1.028 4.517 -0.241 -0.343
C 1.672 4.608 -1.639 -0.057
C -0.494 4.273 -0.401 -0.173
C -0.959 2.815 -0.411 -0.151
C -0.475 1.962 0.744 -0.506
O 0.494 1.043 0.359 -0.322
P 0.896 0.169 1.868 0.424
O -0.779 0.339 2.408 -0.387
C -1.520 1.132 1.489 -0.522
P -2.549 0.057 0.402 0.717
O -1.861 -1.384 0.530 -0.328
Cl -4.448 -0.260 1.408 0.199
H 4.385 2.274 2.279 0.080
H 5.721 3.220 2.876 0.069
H 4.139 3.278 3.685 0.073
H 6.199 4.777 1.140 0.073
H 5.239 3.753 0.050 0.086
H 4.966 5.470 0.121 0.056
H 2.503 4.689 2.875 0.112
H 3.266 6.493 0.484 0.085
H 2.368 6.942 1.893 0.103
H 0.397 6.057 1.173 0.097
H 1.141 6.622 -0.286 0.108
H 1.508 3.681 0.248 0.120
H 2.461 5.350 -1.680 0.066
H 0.939 4.758 -2.420 0.067
H 2.147 3.657 -1.860 0.076
H -0.815 4.724 -1.335 0.101
H -1.026 4.815 0.374 0.099
H -2.048 2.837 -0.408 0.098
H -0.675 2.355 -1.352 0.119
H -0.117 2.647 1.522 0.122
H 2.276 0.108 1.369 -0.063
H 0.689 -1.039 1.103 -0.033
H 1.260 -0.537 3.079 -0.054
H 1.335 1.379 2.537 -0.025
H -2.169 1.812 2.046 0.112
H -1.761 -1.616 1.466 0.043
C -4.339 -0.720 -1.718 -0.147
C -3.392 -1.360 -2.520 -0.056
C -3.501 -1.329 -3.896 0.000
C -4.565 -0.662 -4.497 -0.092
C -5.527 -0.039 -3.698 -0.087
C -5.403 -0.067 -2.314 0.008
C -6.700 0.643 -4.308 -0.278
O -7.541 1.192 -3.627 0.100
C -6.826 0.629 -5.797 -0.082
C -7.939 1.212 -6.389 -0.009
C -8.065 1.219 -7.766 -0.068
C -7.075 0.651 -8.561 -0.068
C -5.967 0.064 -7.976 -0.009
C -5.842 0.044 -6.593 -0.081
C -4.654 -0.622 -5.978 -0.281
O -3.796 -1.117 -6.681 0.096
H -4.232 -0.722 -0.628 -0.097
H -2.562 -1.878 -2.058 0.102
H -2.762 -1.819 -4.515 0.118
H -6.148 0.424 -1.702 0.120
H -8.702 1.655 -5.765 0.117
H -8.935 1.670 -8.225 0.102
H -7.172 0.663 -9.639 0.102
H -5.196 -0.383 -8.586 0.117
C 0.200 -3.677 3.407 -0.046
C 0.425 -3.949 2.062 -0.049
C 1.513 -4.716 1.683 0.008
C 2.387 -5.206 2.642 -0.085
C 2.171 -4.915 3.994 -0.087
C 1.071 -4.157 4.368 0.001
C 3.115 -5.389 5.039 -0.278
O 2.933 -5.149 6.215 0.099
C 4.309 -6.174 4.604 -0.081
C 5.235 -6.583 5.555 -0.008
C 6.340 -7.322 5.172 -0.067
C 6.522 -7.663 3.836 -0.067
C 5.606 -7.254 2.884 -0.008
C 4.501 -6.502 3.262 -0.080
C 3.540 -6.043 2.215 -0.278
O 3.705 -6.347 1.052 0.101
H -0.653 -3.080 3.703 0.110
H -0.246 -3.560 1.308 0.096
H 1.691 -4.932 0.639 0.121
H 0.903 -3.942 5.414 0.120
H 5.085 -6.317 6.592 0.118
H 7.062 -7.635 5.914 0.103
H 7.384 -8.245 3.538 0.103
H 5.743 -7.511 1.843 0.118
```

**Total charge**: -1
**Frontier orbital gap**: 5.40 eV
**E_HOMO**: -4.5 eV
**Multiplicity**: 1

=====

Record 2
Density functional theory data (ωB97M-V/def2-TZVPD) for C40H42F3FeGe2N5S as an isolated structure.

```
94
Properties=species:S:1:pos:R:3:lowdin_spin:R:1
Fe 0.441 -0.552 0.073 3.718
C -1.336 -2.282 -1.909 0.003
C -2.311 -2.546 -0.779 0.001
C -2.639 -1.396 0.138 0.005
C -3.900 -1.398 0.728 0.001
C -4.293 -0.362 1.554 0.002
C -3.403 0.679 1.761 0.000
C -2.166 0.614 1.153 0.005
N -1.764 -0.400 0.361 0.031
N 0.079 -2.159 -1.513 0.036
C 0.618 -3.422 -0.973 0.003
C 0.302 -3.605 0.482 0.003
C 0.160 -4.869 1.040 0.001
C -0.159 -4.971 2.382 0.000
C -0.344 -3.808 3.119 0.001
C -0.169 -2.594 2.487 0.004
N 0.167 -2.489 1.195 0.035
C 0.880 -1.758 -2.675 0.001
C 2.257 -1.308 -2.249 0.005
C 3.350 -1.439 -3.088 0.001
C 4.574 -0.931 -2.676 0.002
C 4.656 -0.313 -1.437 0.001
C 3.520 -0.241 -0.654 0.005
N 2.339 -0.733 -1.042 0.033
H -1.620 -1.356 -2.413 0.000
H -1.429 -3.095 -2.642 0.001
H -2.017 -3.413 -0.183 0.000
H -3.252 -2.834 -1.251 0.000
H -4.570 -2.221 0.517 0.000
H -5.272 -0.364 2.014 0.000
H -3.645 1.532 2.379 0.000
H -1.458 1.422 1.289 0.000
H 1.705 -3.398 -1.082 0.000
H 0.252 -4.277 -1.553 0.001
H 0.283 -5.750 0.425 0.000
H -0.278 -5.941 2.845 0.000
H -0.620 -3.841 4.163 0.000
H -0.308 -1.662 3.022 0.000
H 0.368 -0.918 -3.151 0.000
H 0.957 -2.562 -3.417 0.000
H 3.238 -1.928 -4.046 0.000
H 5.447 -1.019 -3.309 0.000
H 5.586 0.098 -1.070 0.000
H 3.545 0.227 0.321 0.000
F 1.466 4.437 1.877 0.002
C 0.815 3.698 2.782 0.001
F -0.495 3.751 2.478 0.001
F 0.964 4.300 3.962 0.000
C 1.300 2.269 2.832 0.001
C 1.831 1.769 4.003 0.000
C 2.237 0.436 4.059 0.002
C 2.042 -0.346 2.950 0.004
N 1.518 0.122 1.804 0.035
C 1.195 1.417 1.711 0.007
S 0.722 2.043 0.129 0.045
H 1.933 2.407 4.869 0.000
H 2.680 0.018 4.950 0.000
H 2.309 -1.396 2.947 0.000
C 2.336 4.143 -2.171 0.001
Ge 0.982 3.363 -3.331 0.000
C 0.104 4.698 -4.448 0.000
C 1.711 1.894 -4.380 0.000
Ge -1.058 2.645 -2.098 0.001
C -1.968 3.951 -1.051 0.000
C -1.186 4.921 -0.410 0.001
C -1.781 5.956 0.288 0.000
C -3.168 6.038 0.348 0.000
C -3.956 5.095 -0.297 0.000
C -3.362 4.057 -0.998 0.000
C -2.185 1.268 -2.825 0.000
C -3.343 0.815 -2.178 0.000
C -4.157 -0.129 -2.781 0.000
C -3.833 -0.629 -4.039 0.000
C -2.691 -0.189 -4.694 0.000
C -1.870 0.748 -4.084 0.000
H 3.184 3.465 -2.079 0.000
H 1.968 4.359 -1.172 0.001
H 2.681 5.071 -2.629 0.000
H 0.861 5.176 -5.073 0.000
H -0.373 5.471 -3.844 0.000
H -0.642 4.254 -5.106 0.000
H 2.621 2.251 -4.867 0.000
H 1.029 1.565 -5.162 0.000
H 1.984 1.054 -3.752 0.000
H -0.105 4.855 -0.434 0.000
H -1.169 6.696 0.785 0.000
H -3.635 6.849 0.891 0.000
H -5.034 5.175 -0.266 0.000
H -3.995 3.359 -1.525 0.000
H -3.606 1.199 -1.203 0.000
H -5.055 -0.468 -2.280 0.000
H -4.480 -1.355 -4.514 0.000
H -2.450 -0.567 -5.678 0.000
H -0.985 1.091 -4.603 0.000
```

**⟨S²⟩**: 6.01
**Total charge**: +2
**Frontier orbital gap (spin up / spin down)**: 7.26 / 7.25 eV
**E_HOMO (spin up / spin down)**: -13.2 / -13.2 eV
**Multiplicity**: 5

=====

Record 3
Density functional theory data (ωB97M-V/def2-TZVPD) for C40H42F5N4PtS2 as an isolated structure.

```
94
Properties=species:S:1:pos:R:3:lowdin_charge:R:1
Pt -0.227 0.804 -1.889 0.746
S -0.821 -1.378 -2.112 0.799
C -1.165 -1.837 -0.530 -0.582
N -1.333 -3.101 -0.189 -0.078
C -1.662 -3.488 1.182 -0.075
C -1.016 -2.530 2.141 -0.070
N -1.390 -1.161 1.782 -0.061
C -1.737 -0.275 2.901 -0.110
C -3.088 -0.645 3.462 -0.213
C -4.228 -0.536 2.668 -0.034
C -5.465 -0.900 3.174 -0.065
C -5.574 -1.373 4.477 -0.073
C -4.444 -1.479 5.271 -0.068
C -3.202 -1.119 4.762 -0.042
C -1.398 -0.782 0.523 -0.622
S -1.743 0.783 0.011 0.749
C -1.200 -4.220 -1.139 -0.096
C 0.087 -4.968 -0.893 -0.215
C 0.069 -6.269 -0.407 -0.044
C 1.260 -6.941 -0.162 -0.067
C 2.472 -6.310 -0.399 -0.070
C 2.493 -5.008 -0.887 -0.067
C 1.307 -4.339 -1.134 -0.030
H -1.270 -4.492 1.341 0.136
H -2.748 -3.506 1.307 0.150
H 0.075 -2.612 2.121 0.132
H -1.370 -2.719 3.152 0.139
H -1.712 0.749 2.539 0.082
H -0.958 -0.398 3.654 0.121
H -4.148 -0.156 1.655 0.101
H -6.349 -0.808 2.556 0.110
H -6.541 -1.652 4.871 0.109
H -4.525 -1.842 6.287 0.110
H -2.318 -1.199 5.385 0.116
H -1.253 -3.829 -2.151 0.095
H -2.063 -4.870 -0.983 0.139
H -0.878 -6.766 -0.230 0.116
H 1.239 -7.956 0.209 0.110
H 3.400 -6.834 -0.213 0.109
H 3.439 -4.523 -1.089 0.107
H 1.325 -3.331 -1.534 0.082
C -2.513 3.527 -1.463 -0.081
C -1.639 4.089 -2.547 -0.206
C -2.199 4.955 -3.478 -0.036
C -1.432 5.519 -4.482 -0.057
C -0.079 5.246 -4.539 -0.033
C 0.532 4.402 -3.617 -0.219
C 2.025 4.227 -3.715 -0.036
C -0.274 3.802 -2.643 -0.200
N 0.322 2.859 -1.708 0.004
C 1.170 3.303 -0.857 -0.232
C 1.454 4.756 -0.637 0.014
C 1.920 2.362 0.058 -0.266
C 3.278 2.784 0.536 0.012
N 1.325 1.299 0.381 0.123
C 1.795 0.399 1.362 -0.210
C 1.524 0.682 2.704 -0.224
C 0.901 1.993 3.102 -0.031
C 1.864 -0.269 3.661 -0.056
C 2.456 -1.470 3.300 -0.082
C 2.729 -1.724 1.963 -0.049
C 2.411 -0.797 0.976 -0.199
C 2.754 -1.038 -0.463 -0.028
H -3.389 4.158 -1.326 0.087
H -1.993 3.467 -0.505 0.046
H -2.864 2.527 -1.726 0.046
H -3.253 5.189 -3.403 0.116
H -1.885 6.181 -5.207 0.111
H 0.533 5.700 -5.309 0.121
H 2.309 4.061 -4.754 0.096
H 2.407 3.390 -3.140 0.056
H 2.530 5.138 -3.384 0.091
H 0.775 5.397 -1.190 0.098
H 2.480 4.991 -0.925 0.099
H 1.364 4.971 0.431 0.103
H 3.923 2.998 -0.319 0.102
H 3.729 1.992 1.131 0.094
H 3.228 3.692 1.140 0.089
H 0.075 2.261 2.439 0.067
H 1.629 2.807 3.061 0.084
H 0.525 1.949 4.124 0.085
H 1.670 -0.054 4.706 0.116
H 2.721 -2.196 4.057 0.108
H 3.214 -2.649 1.674 0.114
H 3.204 -2.021 -0.596 0.073
H 3.458 -0.290 -0.835 0.093
H 1.872 -0.964 -1.099 0.024
F 0.833 1.689 -4.367 0.044
C 1.125 0.751 -3.414 -0.510
F 2.381 1.084 -2.929 0.006
C 1.376 -0.529 -4.239 -0.639
F 0.242 -0.947 -4.815 0.118
F 1.847 -1.527 -3.470 0.104
F 2.271 -0.309 -5.200 0.175
```

**Total charge**: +1
**Frontier orbital gap**: 6.86 eV
**E_HOMO**: -10.7 eV
**Multiplicity**: 1

=====

Record 4
Density functional theory data (ωB97M-V/def2-TZVPD) for a 2-piece molecular cluster, C40H42N5O2 overall in a non-equilibrium geometry.

```
89
Properties=species:S:1:pos:R:3:lowdin_charge:R:1
C -1.205 1.988 2.686 -0.042
O -0.467 1.388 3.781 -0.161
C -0.274 0.053 3.791 -0.244
C -1.465 -0.789 3.750 -0.214
C -1.624 -1.711 2.701 -0.102
C -2.721 -2.571 2.701 -0.113
C -3.681 -2.473 3.716 -0.100
C -3.566 -1.492 4.708 -0.072
C -2.480 -0.626 4.712 -0.013
C 1.053 -0.395 3.786 -0.132
N 1.492 -1.688 3.813 -0.019
C 0.705 -2.870 4.046 -0.006
C 2.877 -1.718 3.708 -0.162
C 3.310 -0.405 3.698 -0.157
C 4.666 -0.083 3.719 -0.010
C 5.576 -1.154 3.708 -0.090
C 5.130 -2.491 3.695 -0.091
C 3.758 -2.794 3.705 -0.015
N 2.176 0.397 3.750 -0.016
C 2.202 1.831 3.882 -0.003
H -1.218 3.053 2.925 0.094
H -0.668 1.802 1.742 0.080
H -2.224 1.580 2.632 0.082
H -0.853 -1.749 1.928 0.110
H -2.810 -3.325 1.913 0.109
H -4.525 -3.163 3.728 0.104
H -4.321 -1.398 5.491 0.110
H -2.360 0.160 5.459 0.130
H 1.382 -3.624 4.452 0.089
H -0.098 -2.665 4.763 0.110
H 0.277 -3.252 3.113 0.087
H 4.974 0.963 3.745 0.102
H 6.650 -0.958 3.708 0.103
H 5.864 -3.299 3.681 0.103
H 3.364 -3.810 3.705 0.104
H 3.253 2.121 3.940 0.081
H 1.736 2.315 3.014 0.092
H 1.683 2.145 4.797 0.108
C 0.495 1.561 -6.466 0.002
N 0.544 1.065 -5.111 -0.038
C 1.730 0.696 -4.545 -0.366
O 2.825 0.735 -5.102 0.105
C 1.435 0.245 -3.114 -0.153
C 2.161 1.117 -2.091 -0.084
C 3.669 1.065 -2.228 -0.243
C 4.387 2.222 -2.545 -0.041
C 5.772 2.170 -2.709 -0.065
C 6.446 0.952 -2.546 -0.072
C 5.729 -0.206 -2.222 -0.064
C 4.341 -0.147 -2.060 -0.042
N -0.027 0.343 -3.049 0.059
C -0.712 -0.031 -1.950 0.039
C -2.098 0.050 -1.831 -0.058
C -2.854 -0.323 -0.722 0.066
C -4.290 -0.236 -0.668 -0.183
C -5.015 -0.647 0.484 0.022
C -6.397 -0.568 0.539 0.007
C -7.124 -0.073 -0.554 -0.201
C -8.556 0.011 -0.507 -0.149
N -9.725 0.082 -0.477 0.189
C -6.437 0.341 -1.700 -0.004
C -5.054 0.263 -1.763 0.009
C -0.641 0.858 -4.286 -0.460
C -1.345 2.205 -4.063 0.021
C -1.552 -0.180 -4.958 0.021
H 1.520 1.623 -6.838 0.104
H -0.084 0.888 -7.112 0.099
H 0.035 2.557 -6.498 0.098
H 1.753 -0.808 -3.002 0.173
H 1.814 2.154 -2.224 0.130
H 1.856 0.785 -1.086 0.120
H 3.834 3.152 -2.690 0.115
H 6.317 3.079 -2.967 0.109
H 7.528 0.908 -2.674 0.108
H 6.242 -1.161 -2.093 0.109
H 3.760 -1.040 -1.819 0.113
H -0.100 -0.422 -1.130 0.158
H -2.639 0.440 -2.691 0.059
H -2.333 -0.728 0.149 0.114
H -4.459 -1.035 1.339 0.102
H -6.937 -0.888 1.431 0.134
H -6.997 0.727 -2.551 0.132
H -4.558 0.595 -2.675 0.109
H -0.614 2.932 -3.678 0.107
H -1.755 2.567 -5.014 0.098
H -2.158 2.126 -3.338 0.073
H -0.958 -1.077 -5.180 0.112
H -2.383 -0.472 -4.314 0.073
H -1.956 0.234 -5.890 0.099
```

**Total charge**: +1
**Frontier orbital gap**: 3.03 eV
**E_HOMO**: -8.2 eV
**Multiplicity**: 1

=====

It is found that the E_tot values, taken in the order of the records, are -87595.3190 -216009.5881 -86624.4624 -53699.6187 eV.